1.
Below is C24H46N2NaO8S4 as an isolated structure, with properties calculated with ωB97M-V/def2-TZVPD.

Values from the calculation:
Net charge ... +1
HOMO level ... -11.80 eV
E_LUMO ... -3.88 eV
Energy ... -3408.21468 Ha

Element x y z (Å)
C -4.39900 5.34532 0.21925
C 5.56861 3.27113 -2.87042
N 3.97956 -3.56710 2.04521
C -6.04756 -0.82296 -0.05285
C -3.00109 5.54998 2.38302
H -3.05072 4.51262 2.71395
H 8.02666 0.92613 -2.04731
C -1.78948 -0.54831 5.82811
H -3.50536 -1.09088 8.77258
H 7.10165 2.13918 -4.03369
H -5.16370 5.61153 2.34996
H 5.90124 1.12918 -3.22713
H -1.84060 -0.77283 -6.08065
H -6.63330 -1.99142 -3.14677
H 0.11195 -2.00653 -9.07531
H -2.80209 -2.16261 6.68179
C 4.24158 -4.21071 2.95743
H 6.25809 1.06830 -0.31142
C -0.20069 -0.32030 -7.72098
H 1.52597 -1.01423 -9.05772
H -0.60079 -0.56749 8.41999
H -1.39960 -0.54436 9.89556
C -2.72687 -0.60348 8.18565
O -2.21783 5.48090 -1.43562
O -3.67308 -2.15312 0.07151
H -6.92713 -0.87237 0.58903
H -4.25535 6.99999 1.66662
O -5.68990 -3.18743 1.24815
H 4.11713 -4.49789 4.90268
S 5.16224 3.07072 -1.07783
H 6.74880 -4.58661 2.30055
O -0.83563 -3.67308 -6.22901
C -1.93053 5.81613 1.27316
H 4.61175 3.20789 -3.38860
H 7.16754 2.61286 0.04642
H 6.27380 -5.73213 5.17964
C -2.83189 -1.07361 6.71796
S -0.06187 -2.44230 -6.03718
C -1.16339 -1.13046 -6.85628
C 6.63773 2.01518 -0.69533
H -2.86499 0.46714 8.33661
H -1.25877 -2.05982 8.95167
H -5.53956 -0.32504 -2.04910
O 5.37702 4.37039 -0.49098
N -0.97718 -0.10066 5.13614
O -2.46831 3.40305 -0.00563
H -5.13989 4.58585 -0.03051
C 4.63202 -5.05551 4.12035
H -6.12989 -4.06443 -1.17600
C -5.65800 -3.11887 -1.44308
H -7.66259 -2.28517 -1.71268
H 8.06934 -5.07867 3.40583
H 2.02557 -1.77369 -6.68539
H -2.03685 6.86812 1.00836
Na 0.38908 -0.37695 0.01935
H -0.86081 0.17812 -8.43085
H 4.18592 -6.05001 4.11076
H 1.73336 -3.18288 -7.60623
H 6.03297 4.24904 -2.99754
C -6.64635 -2.10384 -2.06265
C -4.34710 5.91421 1.69448
C 6.15054 -5.03907 4.34743
C 0.72238 -1.38421 -8.42096
H -0.89035 5.63319 1.54270
C 7.46426 1.85744 -1.98038
C 6.50416 2.03186 -3.12838
H -4.75081 -3.16227 -2.04578
O 3.91267 2.32168 -0.89709
H -7.03979 0.15898 -1.60822
H 8.20785 2.65403 -1.95571
H -4.62052 6.25959 -0.33133
C -1.47892 -0.99329 8.90547
H 0.35477 0.29380 -7.01214
C 1.25657 -2.25533 -7.28935
S -5.11764 -2.39516 0.14835
C -6.38296 -0.69969 -1.46908
S -2.63849 4.87784 -0.16872
H 6.93771 -6.30399 2.75164
O 0.23348 -1.93301 -4.66049
H -2.88719 6.20476 3.24696
H -1.83319 -1.66383 -7.53081
H -5.41275 -0.05316 0.38594
C 7.04363 -5.27431 3.09317
H 6.51625 -4.03404 4.55783
H -3.79340 -0.74706 6.32179


2.
Below is a 8-piece molecular cluster, C24H46O24 overall, with properties calculated with ωB97M-V/def2-TZVPD.

Values from the calculation:
HOMO level ... -10.59 eV
Structure (SMILES) ... COC(=O)OC.COC(=O)OC.COC(=O)OC.COC(=O)OC.COC(=O)OC.COC(=O)OC.COC(=O)OC.O=C1OCCO1
E_LUMO ... 0.07 eV
Energy ... -2747.86674 Ha

Element x y z (Å)
H 1.32355 0.27215 -3.21097
H -1.69476 2.15573 1.09715
H 1.91051 -0.37906 -0.62015
H 2.33141 -2.96100 2.99172
H -2.18725 1.59401 -0.55828
C 2.34573 -5.45551 0.61484
C -1.37429 1.93062 0.08533
O 1.51586 -4.43410 0.44514
H 2.04599 0.97867 0.57770
O 2.46802 0.76525 3.92822
H 3.35894 -7.23533 2.75579
H 3.27852 -1.41050 3.17356
O -1.32236 -0.35648 1.69681
O -4.71385 -2.81337 0.88332
C 1.91858 -0.09276 0.42842
H 0.41735 -0.25869 3.54458
C -3.26218 7.33768 -7.09039
C 2.22768 0.46466 5.07053
H -3.90748 2.99072 4.36880
O 0.85608 2.91199 -5.82513
H 0.31670 1.61684 -3.50613
O 3.07804 2.67160 -6.06686
H -5.35668 4.73483 3.79127
C -1.94378 4.17286 -3.91813
H 7.65496 -2.44577 -0.10039
H 1.79602 -7.99267 2.38276
H 4.59249 1.18811 4.80097
H 1.19069 -2.64805 -0.42694
O -7.13793 0.96111 4.19794
C -3.96794 -1.77941 0.21956
H 6.54359 -1.37685 -0.92942
H 2.83549 -0.48223 0.87526
H -5.87787 -6.22304 -0.20890
O 0.81216 -0.62169 1.13861
H -5.91124 3.88799 2.20159
H 7.10571 -0.99007 0.75359
O -1.80063 5.21432 -6.39574
C 3.07122 3.48229 -7.23546
H 0.31946 0.37006 -4.78177
C -4.58646 -4.02762 0.36912
C 0.06247 -0.24584 4.56704
O 3.21419 -5.80859 -0.13637
C 0.91990 0.86398 -4.02796
H -4.32475 -1.66869 -0.80145
C -6.36725 1.80946 3.91638
H 2.85074 -3.12575 -0.43335
C 1.83713 -3.50670 -0.58024
C 2.58377 -7.35310 1.99971
H -0.88667 2.76647 -0.41008
H -3.69955 8.32829 -6.99778
H -3.75972 6.72690 -7.83766
O -5.11398 -4.90515 1.21554
H 4.31407 2.28317 6.15813
C -5.29257 -6.22400 0.71064
H -0.43288 -1.19951 4.73860
H 3.01401 -7.72274 1.07178
C 6.81805 -1.76316 0.05091
C 4.30548 1.23856 5.85024
O -5.08288 1.58967 3.54086
O 4.00758 -2.77002 1.82177
O 2.02318 -6.05831 1.75674
H -2.21821 7.49727 -7.36412
H 1.74037 -3.91962 -1.58090
H -4.15836 -0.89602 0.81967
H -3.72518 2.85166 2.58071
C -0.37554 -0.02664 1.03495
H 2.19504 3.27701 -7.85081
O -3.35506 6.73873 -5.80192
H -5.79075 -6.78797 1.49035
O -2.69776 5.31268 -4.33026
H -1.86825 4.21218 -2.83237
H 3.83049 -2.95398 3.88297
H 5.05346 0.68159 6.41230
O -0.37490 0.90189 0.07094
C 1.89822 2.40072 -5.52421
O 5.69646 -2.52289 0.51300
C 3.30623 -2.48859 3.04658
H 3.07261 4.53707 -6.97310
O 3.04522 0.64305 6.10958
C -4.42047 2.85233 3.41543
H -4.32818 -6.67885 0.47734
C -2.53956 5.69997 -5.58987
O 2.08254 1.51455 -4.53997
H -2.91225 -2.03527 0.26988
H -2.47089 3.27190 -4.22316
C 5.18585 -2.17391 1.69736
O -6.63524 3.13999 3.93408
C -5.57415 3.83179 3.23280
O -4.07988 -4.28898 -0.69232
H 3.95160 3.18846 -7.79882
O 5.69544 -1.43220 2.49810
H -0.67439 0.54773 4.68985
O 1.10756 -0.09328 5.52681
H -0.92239 4.22548 -4.29229


3.
Below is C24H47F6N3O10PV as an isolated structure, with properties calculated with ωB97M-V/def2-TZVPD.

Values from the calculation:
Net charge ... -1
HOMO level (alpha / beta) ... -4.15 / -4.22 eV
E_LUMO (alpha / beta) ... 2.28 / 2.28 eV
Energy ... -3743.95044 Ha
<S²> ... 3.7545
2S+1 ... 4

Element x y z (Å)
H -0.15857 -3.18846 1.85302
C -0.20889 4.23079 -1.59098
H 0.77109 -1.70156 -4.85924
C -1.57293 3.75174 3.91632
F 3.50535 -3.58472 -1.82175
O -4.98228 0.76524 1.58912
C -3.50182 2.45128 0.73988
H -2.31962 -2.31829 1.11708
H 5.26965 -2.09426 0.86321
H -6.33339 -0.34532 2.61258
H -6.12904 -0.53021 0.80592
C -0.31977 -2.11781 1.97884
H -3.08868 4.49399 5.82397
C -1.45642 -3.11852 -0.99964
H -3.89840 -1.15867 -3.98220
H -2.85673 1.71581 0.25920
O 6.69455 -0.65914 0.15267
C -6.20523 0.15312 1.65172
C 0.99573 3.40506 0.40586
H -0.80012 -3.43107 -1.81185
H -2.82920 -0.68201 -2.72038
F 3.35152 -5.58324 -0.71690
H 2.53356 -0.49275 -4.37273
O 0.57578 5.56049 0.38263
H 4.11297 0.17784 0.55023
H -1.35352 5.04317 5.93095
H -3.38106 3.33549 0.11403
C 6.27484 -2.01806 0.44861
H 2.27493 -2.79837 2.24427
C -0.46848 3.00298 -2.11882
H -5.08712 1.60635 -0.35244
N -3.12852 2.89550 2.09149
H -1.36509 4.20434 1.84207
H -1.94279 2.96948 4.57917
H -7.03471 0.85850 1.70154
C 1.00984 2.12324 -0.12405
H -1.55893 -0.67758 1.17192
C 5.81224 -0.11137 -0.87526
H 6.26179 0.87479 -0.99145
C -3.66085 -1.35273 -2.93626
C 0.50331 4.45279 -0.25923
O 1.57620 1.07760 0.35391
F 3.64327 -3.59381 0.18357
H -3.92834 3.31654 2.54219
O -0.75540 5.16574 -2.29329
H -3.34917 -4.16598 -1.50762
C 0.18433 1.88871 -1.47602
N 3.33125 -0.70222 -1.12045
H 5.87618 -0.62857 -1.83261
C -1.69726 3.32847 2.39941
H 1.55898 3.41899 1.32726
C 3.38602 -0.24211 -2.52184
H -1.03145 2.82673 -3.02348
F 1.30456 -4.65733 -1.75660
O -0.11120 0.73369 -1.69567
C -2.32216 5.17155 5.44786
H 4.04892 1.21781 -0.72068
H -0.49485 -2.29543 -3.77874
V 1.11386 -0.77911 -0.72893
C 2.04449 -1.73302 2.23863
H -0.61209 -1.79113 2.97680
H -3.55823 -2.52809 -0.85184
H 3.22825 0.83144 -2.62534
H -1.15298 2.43569 2.09149
H -2.73754 6.15093 5.68526
C -1.41638 -1.73362 0.94265
H 3.93860 -1.50488 -1.20390
H 3.00666 -1.96030 -3.74116
H 2.06346 -1.28222 3.23086
N -1.04814 -1.75538 -0.52272
H -4.56712 -1.10137 -2.38525
H 6.34934 -2.74354 -0.36146
C 4.33497 0.18595 -0.51689
O 0.80957 -1.53621 1.45190
O -2.17112 5.05564 4.06411
H -1.77192 -1.18128 -0.93094
H 6.69326 -2.34979 1.39887
F 1.69733 -4.66161 0.64930
C 2.51439 -1.03901 -3.42969
H 4.38009 -0.41446 -2.93440
C 0.57927 -2.14015 -3.87999
O 1.21882 -1.40195 -2.89437
H -5.69188 2.65405 0.95112
H -0.49317 3.79485 4.05888
H -1.25599 -3.99174 -0.37883
P 2.49761 -4.17063 -0.71076
C -4.95126 1.89854 0.68884
H 2.90905 -1.42605 1.65007
H 0.87476 -3.18926 -3.89316
C -2.92878 -3.16077 -1.47763
F 1.71936 -2.75133 -0.64857
O -3.14140 -2.64844 -2.78330


4.
Below is a 3-piece molecular cluster, C24H47N4O3 overall, with properties calculated with ωB97M-V/def2-TZVPD.

Values from the calculation:
Net charge ... +1
HOMO level (alpha / beta) ... -9.90 / -11.12 eV
E_LUMO (alpha / beta) ... -2.95 / -2.95 eV
Energy ... -1387.08255 Ha
<S²> ... 2.0083
2S+1 ... 3

Element x y z (Å)
N 1.68095 -1.01990 0.19782
N 4.61666 2.24572 -4.27810
C -7.66159 -0.30591 3.64954
H -5.08710 -3.51657 3.69089
H 4.63940 4.00846 -2.43583
H 5.02717 2.92287 -1.10989
H -2.51237 -1.81884 0.46774
C 4.20979 1.89629 -2.88379
H -0.41313 -2.66205 1.17165
H -7.14209 -2.34721 3.22473
H 2.10987 2.23951 -3.31202
H -4.53767 1.30269 4.63515
O -4.53679 -1.61666 2.30770
H 7.09902 -0.00104 -2.34857
C 4.32525 3.10606 -1.92509
C -4.92128 -2.88934 4.56230
C 1.36915 -2.08213 -0.64011
H 5.60174 3.43318 -6.45629
H 5.97621 4.61060 -4.17075
C -5.37943 -0.77027 5.73071
H 2.43918 1.27334 -1.86631
H 7.92875 1.46488 -4.21049
C 6.86465 1.26264 -4.07400
C 6.22696 2.62328 -6.08065
C -2.28198 -2.83605 0.13771
H 2.75989 -3.44158 -1.64919
H 3.48742 -0.15440 0.93297
C -0.03100 -2.46710 -0.96193
H 3.35461 3.33259 -1.48391
C -4.68975 0.84782 1.46243
H -5.93857 0.15921 5.78782
H -7.70628 0.37449 4.50413
C -5.10973 1.63607 3.77687
C 2.74823 1.45834 -2.90011
N -4.84417 -0.81747 3.25813
H -7.00929 -0.30225 1.60996
H -5.03510 1.83304 1.14615
H -5.37221 -3.37569 5.42786
C -7.03087 -1.63627 4.04891
H -4.91126 0.13346 0.67386
H -2.80519 -3.51188 0.81658
H -3.60745 0.89047 1.60114
C -5.38845 0.49546 2.77026
H 7.60477 3.95867 -4.33020
C -5.54596 -1.51011 4.39792
H -8.69396 -0.47283 3.33923
H -7.54806 -2.06459 4.91044
H -3.84634 -2.81229 4.73204
H 5.95736 1.71245 -6.60757
C 2.55839 -2.60604 -0.99779
N 3.54197 -1.86511 -0.38505
H 4.53771 -2.01138 -0.46191
H -5.74629 -1.41357 6.53048
H -4.51927 2.41982 3.30277
C 6.61218 3.75896 -3.92740
C -0.78976 -3.09799 0.23313
C 6.56917 0.91585 -2.61585
C 2.98915 -0.90358 0.33810
C -6.88877 0.32609 2.49782
H -4.32824 -0.55662 5.92927
H 0.98962 -0.41759 0.62312
H -0.00617 -3.22581 -1.74921
C 6.07490 2.47593 -4.57302
H -0.57400 -1.59873 -1.34823
H 4.75767 -0.17580 -2.97300
H 6.71389 3.69946 -2.84667
H -2.65193 -2.98425 -0.87926
H 4.84536 0.52877 -1.36088
H 0.22573 -4.70031 0.77848
H 2.59648 0.55299 -3.48331
H 6.62146 0.40034 -4.70194
O 4.03462 1.52090 -5.15546
C 5.06957 0.71696 -2.41745
H -6.02889 2.09428 4.14204
H 6.94494 1.69288 -1.94520
H 7.26800 2.85778 -6.30483
H -7.29957 1.30730 2.24924
O -0.55789 -4.50067 0.25417


Which formula does entry 1 have? C24H46N2NaO8S4


Which value of energy does entry 4 give? -1387.08255 Ha